Record 1
C12H28O18P2V | ωB97M-V/def2-TZVPD

Last column: Mulliken charge in e.
Positions of all 61 atoms, in Å:
O1 1.367431 3.137352 0.608147  -0.503
V1 1.519472 1.580986 0.884789  1.111
O2 0.015435 1.257602 1.500669  -0.525
O3 4.753960 1.467037 2.817932  -0.396
C1 3.607223 1.396123 3.541735  0.601
O4 3.728079 1.390833 4.784472  -0.761
O5 2.495008 1.233125 2.968572  -0.660
H1 5.382650 1.798353 3.469468  0.264
O6 3.857948 0.135071 -2.162219  -0.429
C2 3.955436 0.315490 -0.779763  0.816
O7 3.309023 1.265278 -0.263798  -0.735
O8 4.785174 -0.377020 -0.161903  -0.752
H2 4.717611 -0.343374 -2.084797  0.285
C3 2.021513 -3.055422 -1.225913  -0.644
O9 0.929425 -2.796241 -0.381148  -0.229
P1 1.000730 -2.069025 1.061116  -0.450
O10 1.699913 -0.799517 0.978898  1.093
O11 -0.440649 -1.968645 1.657902  -0.046
C4 -1.364553 -3.080547 1.567495  -0.724
O12 1.755697 -3.138733 1.982160  -0.337
C5 2.685673 -2.690949 2.969028  -0.593
H3 3.006314 -2.901305 -0.779181  0.303
H4 1.933916 -2.441152 -2.121777  0.160
H5 1.930407 -4.128819 -1.413587  0.301
H6 -1.773922 -3.200544 0.566917  0.206
H7 -2.110567 -2.901357 2.335735  0.229
H8 -0.810524 -3.990235 1.806131  0.405
H9 3.230168 -1.769117 2.760154  0.148
H10 3.526835 -3.372440 3.118427  0.274
H11 2.208649 -2.625476 3.946131  0.278
C6 -2.043082 3.466880 -1.438697  -0.553
O13 -0.896447 3.294212 -2.293863  -0.396
P2 -0.241271 1.862013 -2.478576  -0.546
O14 0.362369 1.370654 -1.229037  1.288
O15 -1.365884 0.978539 -3.212249  -0.308
C7 -1.075324 -0.394534 -3.304718  -0.480
O16 0.805242 2.186352 -3.680912  -0.326
C8 2.030252 2.890618 -3.479865  -0.289
H12 -2.486908 2.499632 -1.212282  0.151
H13 -2.722748 4.137383 -1.964156  0.328
H14 -1.758094 4.013951 -0.540943  0.262
H15 -0.008374 -0.628845 -3.286981  0.229
H16 -1.377948 -0.869186 -4.242683  0.370
H17 -1.600722 -0.979205 -2.548369  0.072
H18 2.469211 2.512338 -2.554637  -0.001
H19 1.867033 3.963184 -3.359616  0.239
H20 2.696656 2.745627 -4.326384  0.227
O17 -5.088779 -0.005849 2.742702  -0.572
C9 -4.193123 0.444890 2.092607  0.635
O18 -3.881035 0.024156 0.823702  -0.031
C10 -4.890945 -0.641667 0.069654  -0.324
C11 -4.313232 -1.357560 -1.140021  -0.857
C12 -3.168326 1.479090 2.561353  -0.737
H21 -5.539915 0.183137 -0.229884  0.301
H22 -5.379958 -1.397541 0.685870  0.319
H23 -5.193013 -1.758102 -1.646450  0.385
H24 -3.427463 -1.975043 -1.002999  0.131
H25 -3.933572 -0.662301 -1.898035  0.176
H26 -3.118173 2.272602 1.819131  0.141
H27 -2.163269 1.101652 2.769466  0.109
H28 -3.286632 1.915592 3.555078  0.367

Cartesian forces, eV/Å:
O 0.9247 -0.8916 0.3035
V -2.6478 0.2874 2.0641
O 2.8787 0.2330 -1.0995
O -0.0691 0.5771 -0.7508
C -0.5769 -0.7454 2.1100
O 0.2880 0.3538 -0.5304
O -0.6130 0.5357 -2.4441
H 0.1423 -0.2575 0.0013
O 1.2290 -0.4318 1.2831
C 0.6013 0.5405 2.2019
O -1.8950 0.2547 -0.2073
O -0.5861 -0.1433 -1.3525
H -0.4655 -0.3383 -1.5460
C 0.6121 -0.7327 -0.0636
O -1.7608 0.5844 2.0824
P 1.5437 -0.3339 -0.7978
O 0.3071 0.7367 -0.1486
O -0.7615 -0.5043 -0.9374
C 0.9037 -0.0868 0.4617
O 0.1097 0.0851 -0.5369
C 1.1032 0.1725 1.1652
H -0.1781 0.3588 0.2228
H 0.0395 -0.1412 0.0021
H 0.2365 0.1538 -0.5844
H -0.1233 0.3482 0.0144
H -0.1788 0.0032 -0.2245
H -0.1614 -0.1206 0.0978
H -0.7989 0.3663 -0.4511
H -0.4500 -0.7073 -0.5280
H -0.2714 0.2414 -0.1372
C 0.2424 0.4719 -0.0985
O -0.4618 -0.4615 -0.3282
P 1.7492 1.8092 -0.4766
O -0.2497 -0.8318 -0.7464
O 0.7082 0.8136 0.4269
C 0.2926 -2.0354 -0.3560
O -1.6287 -0.7992 0.3558
C 0.2552 0.1339 1.1729
H -0.1995 0.1461 0.1726
H -0.1997 -0.3582 -0.1904
H 0.2895 -0.4332 0.1614
H 0.0502 0.3084 0.4890
H -0.4116 0.8465 -0.2924
H 0.2193 0.3199 0.3570
H 0.3888 0.0619 -0.1419
H -0.2959 -0.0295 -0.0573
H -0.2138 -0.3538 -0.0394
O -0.7010 -0.1128 -0.0537
C 1.7185 0.1073 0.2128
O 0.3911 0.4418 0.5328
C 0.5846 -0.1814 0.2785
C 0.0139 1.6005 -0.9465
C 0.2173 0.0547 0.4009
H -0.5945 -0.5433 -0.1930
H -0.3077 0.3723 0.1534
H 0.3595 -0.9181 0.0697
H -0.6016 -0.6861 0.5498
H -0.0964 0.4752 0.2531
H 0.3094 -0.0342 -0.0043
H 0.0931 -0.5532 -1.1939
H -1.3029 -0.0295 -0.1380

Output
Total charge: -1
E_LUMO, eV: 2.25
Gap between HOMO and LUMO, eV: 7.62
HOMO energy, eV: -5.365

Record 2
C12H29AgFNbO6P2 | ωB97M-V/def2-TZVPD

Last column: Löwdin spin population.
Positions of all 52 atoms, in Å:
C1 -0.548504 4.794197 3.637761  0.000
C2 -0.458084 4.725693 2.077151  0.000
C3 -0.737866 3.278381 1.549479  0.001
C4 0.553240 2.723453 0.896003  0.007
O1 0.171156 1.858391 -0.217930  0.008
Nb1 1.242296 0.134520 -0.393692  -0.007
C5 -0.552794 -0.997823 -1.189103  0.143
C6 -1.916995 -0.437595 -0.737187  0.023
C7 -3.092108 -1.076042 -1.535040  0.013
F1 -2.761953 -1.279284 -2.862190  0.000
C8 2.674495 -1.585503 -0.655152  0.007
C9 2.061868 -3.013234 -0.549809  0.003
C10 1.422545 -3.345837 0.812508  0.004
C11 0.556107 -4.632194 0.626757  0.000
O2 -0.849505 -4.302124 0.492680  0.000
C12 -1.465993 -4.228900 1.668684  0.000
O3 -2.466713 -3.667990 1.783361  0.000
P1 1.950881 0.903490 -2.760427  0.496
P2 0.311667 1.817791 -3.850816  0.040
O4 0.131990 1.091394 -5.088118  0.022
O5 0.637391 3.382553 -4.171995  0.007
O6 -1.093983 1.792201 -3.048026  0.015
H1 -0.108399 3.871764 4.040493  0.000
H2 -1.606608 4.855201 3.915215  0.000
H3 0.015803 5.661862 3.994267  0.000
H4 0.537448 5.092765 1.798111  0.000
H5 -1.202696 5.416486 1.661468  0.000
H6 -0.920535 2.671307 2.447986  0.000
H7 -1.595387 3.237794 0.872340  0.000
H8 1.131765 2.107728 1.598353  0.005
H9 1.198173 3.520053 0.500005  0.000
H10 2.669970 1.059328 0.326537  0.125
H11 0.879348 -0.405697 1.301103  0.042
H12 -0.550913 -2.074114 -0.934309  0.018
H13 -0.495409 -0.978138 -2.291351  -0.008
H14 -2.016208 0.646932 -0.834409  0.002
H15 -2.078166 -0.685690 0.323486  0.000
H16 -3.428951 -2.015118 -1.077203  0.000
H17 -3.905058 -0.336046 -1.537286  0.002
H18 3.221454 -1.469880 -1.606699  0.000
H19 3.450883 -1.509567 0.131009  0.000
H20 1.365569 -3.135814 -1.394124  0.000
H21 2.875321 -3.737656 -0.728953  0.000
H22 0.807825 -2.522722 1.200551  0.005
H23 2.247513 -3.597617 1.497766  0.000
H24 0.762178 -5.384746 1.412605  0.000
H25 0.856652 -5.100512 -0.316280  0.000
H26 -0.961879 -4.806332 2.533562  0.000
H27 2.172989 -0.306736 -3.477327  0.027
H28 0.377073 3.911228 -3.397421  0.000
H29 -1.222939 2.563731 -2.472242  0.000
Ag1 -0.245957 -4.485330 4.027849  0.000

Cartesian forces, eV/Å:
C 0.0615 -0.1381 -1.1378
C -0.5253 -0.1052 0.7707
C 1.4220 0.6681 0.6856
C -1.0081 -0.2042 -0.5440
O 1.9948 -1.6129 0.2264
Nb -2.4558 1.0841 0.4532
C -0.4467 -0.1619 -0.7103
C -0.1964 -0.2810 -0.1879
C 0.0533 0.7996 0.5150
F 0.0951 -0.1986 0.0842
C 0.0719 0.1317 0.5557
C 0.5010 0.8127 -0.5884
C -0.1389 -1.1457 -0.7064
C 1.2213 0.4068 -0.6106
O 1.4031 -1.0527 1.5090
C 0.8624 0.0455 -2.5066
O -2.7327 1.1553 1.4800
P 0.2852 -0.3722 0.6255
P -1.3937 0.7069 -1.5542
O 0.3875 -0.8519 -0.7120
O -0.2988 -0.9024 1.5997
O 1.1326 0.7282 0.3827
H -0.0889 0.3408 0.1700
H 0.3158 0.0005 0.2803
H -0.3152 -0.1682 0.1777
H -0.2316 -0.2222 -0.2228
H 0.3064 -0.0414 -0.0047
H -0.4094 -0.0721 -0.4763
H 0.2678 -0.0857 0.0307
H -0.0836 0.5294 0.0432
H -0.2072 -0.1755 0.0893
H 0.1770 -0.1331 -0.0208
H 0.3936 0.0763 0.0935
H 0.4917 0.3209 0.0694
H -0.1831 -0.0320 0.2896
H 0.3779 -0.1770 -0.0241
H -0.0092 0.1700 -0.2101
H 0.1423 0.0665 -0.3234
H -0.0513 -0.4217 0.1068
H -0.1195 -0.2295 0.2450
H -0.1813 0.1581 -0.2643
H -0.1072 -0.1316 0.4523
H -0.3088 0.0392 0.1022
H 0.2248 -0.1402 0.0125
H -0.3080 0.3625 0.0767
H -0.5575 0.1981 -0.0762
H -0.3155 -0.0423 0.2262
H -0.2577 -0.5878 -1.2085
H -0.1886 0.5664 -0.3043
H 0.3225 0.3524 -0.4178
H -0.1073 -0.3871 0.1461
Ag 0.7160 0.3541 1.3123

Output
Total charge: +1
E_LUMO (alpha / beta), eV: -6.74 / -6.75
Gap between HOMO and LUMO (alpha / beta), eV: 4.52 / 4.02
Multiplicity: 2
HOMO energy (alpha / beta), eV: -11.263 / -10.762

Number 1 is which compound?
C12H28O18P2V

Among the records above, which one has the highest total charge?
C12H29AgFNbO6P2

Which of these has the lowest total charge?
C12H28O18P2V